DFT (wB97M-V/def2-TZVPD) results for 2 unconnected molecules or ions with the total composition C4H12 in a non-equilibrium geometry.

Structure (ORCA input):
```
! RIJCOSX wB97M-V def2-TZVPD def2/J DEFGRID3
* xyz 0 1
C 2.110 -0.462 -0.096
C 2.248 -0.012 -1.545
H 1.079 -0.420 0.277
H 2.358 -1.587 -0.151
H 2.747 0.149 0.505
H 2.864 0.960 -1.554
H 1.378 0.551 -1.970
H 2.461 -0.730 -2.273
C -2.394 0.189 1.563
C -1.972 0.218 0.095
H -1.516 0.188 2.208
H -2.723 1.121 1.852
H -3.060 -0.574 1.757
H -1.023 0.706 0.192
H -2.574 0.786 -0.564
H -1.948 -0.747 -0.379
*
```

Its SMILES is CC.CC. The calculation puts the total energy at -159.54174 Eh. For the energy relative to the best compared isomer or geometry (same formula, charge and spin), the calculation gives 113.5 kJ/mol.

---

DFT (wB97M-V/def2-TZVPD) results for C4H3BrClNS in the gas phase in a non-equilibrium geometry.

Structure (ORCA input):
```
! RIJCOSX wB97M-V def2-TZVPD def2/J DEFGRID3
* xyz 0 1
C 1.590 -1.671 -1.018
C 0.033 -0.370 0.452
C 3.413 0.038 -0.502
C -0.501 0.953 0.401
N 0.689 -0.967 -0.376
S 3.311 -1.580 -0.898
Cl -0.349 1.863 -1.155
Br 5.073 0.704 0.113
H 1.305 -2.496 -1.796
H 0.102 1.299 1.330
H -1.480 1.193 0.683
*
```

The calculation puts the total energy at -3641.16964 Eh. For the energy relative to the best compared isomer or geometry (same formula, charge and spin), the calculation gives 436.4 kJ/mol.

---

DFT (wB97M-V/def2-TZVPD) results for a molecular structure, C27H33IrN5O in a non-equilibrium geometry.

Structure (ORCA input):
```
! RIJCOSX wB97M-V def2-TZVPD def2/J DEFGRID3
* xyz 1 5
Ir 0.112 -0.967 0.019
C -2.671 -1.359 -1.874
N -2.239 -0.548 -0.739
C -3.053 -0.871 0.438
C -2.313 0.876 -0.981
C -3.510 1.501 -1.284
C -3.605 2.882 -1.303
C -2.507 3.641 -0.933
C -1.293 3.037 -0.695
C -1.138 1.644 -0.814
N 0.064 0.985 -0.740
C 1.235 1.584 -1.098
C 1.318 2.791 -1.822
C 2.512 3.462 -1.954
C 3.674 2.939 -1.407
C 3.647 1.671 -0.841
C 2.461 0.965 -0.727
N 2.440 -0.435 -0.375
C 2.878 -1.201 -1.550
C 3.234 -0.815 0.790
H -3.724 -1.190 -2.124
H -2.540 -2.409 -1.620
H -2.067 -1.124 -2.748
H -4.125 -0.756 0.236
H -2.793 -0.207 1.260
H -2.864 -1.900 0.739
H -4.387 0.911 -1.507
H -4.541 3.359 -1.552
H -2.589 4.712 -0.847
H -0.448 3.640 -0.402
H 0.436 3.179 -2.312
H 2.528 4.397 -2.490
H 4.607 3.476 -1.483
H 4.575 1.227 -0.507
H 3.937 -1.016 -1.765
H 2.295 -0.906 -2.421
H 2.737 -2.265 -1.365
H 4.309 -0.697 0.627
H 3.039 -1.866 0.999
H 2.935 -0.226 1.654
C 0.069 -3.521 -2.394
C 0.156 -3.992 -0.993
C 0.245 -5.329 -0.544
C 0.330 -5.270 0.831
C 0.281 -3.904 1.180
C 0.333 -3.327 2.539
N 0.171 -3.140 0.064
H -0.850 -3.880 -2.864
H 0.895 -3.922 -2.980
H 0.093 -2.430 -2.421
H 0.237 -6.206 -1.162
H 0.422 -6.079 1.527
H -0.308 -3.892 3.216
H 0.032 -2.278 2.518
H 1.351 -3.386 2.932
O 0.239 -0.061 2.168
N -0.118 1.136 2.495
C -1.234 1.322 3.231
C -1.640 2.579 3.609
C -0.908 3.691 3.208
C 0.232 3.482 2.442
C 0.616 2.203 2.116
H -1.773 0.424 3.492
H -2.531 2.683 4.207
H -1.217 4.688 3.480
H 0.826 4.310 2.090
H 1.489 1.980 1.525
*
```

The calculation puts the total energy at -1501.60824 Eh. For the energy relative to the best compared isomer or geometry (same formula, charge and spin), the calculation gives 37.4 kJ/mol.

---

DFT (wB97M-V/def2-TZVPD) results for C10H8BrNO2 in the gas phase in a non-equilibrium geometry.

Structure (ORCA input):
```
! RIJCOSX wB97M-V def2-TZVPD def2/J DEFGRID3
* xyz 0 1
O 2.155 -0.944 -1.450
Br 1.573 2.365 -1.906
O -0.560 -1.516 0.863
C 1.026 -0.765 -0.877
C -0.910 0.651 1.860
C -0.866 2.093 1.593
C 0.586 1.685 -0.384
C -0.343 -0.133 0.867
C 0.485 0.277 -0.185
C -0.169 2.502 0.513
N -0.143 3.866 0.236
C -0.618 -2.832 -1.405
C 0.538 -3.371 -0.515
C 0.092 -1.923 -0.387
H -1.264 0.185 2.798
H -1.240 2.810 2.294
H 0.753 4.280 -0.083
H -0.980 4.419 0.539
H -0.331 -2.854 -2.462
H -1.581 -3.171 -1.295
H 0.230 -4.053 0.267
H 1.567 -3.572 -0.881
*
```

Its SMILES is Nc1ccc2c(c1Br)C(=O)C1(CC1)O2. The calculation puts the total energy at -3165.02014 Eh. For the energy relative to the best compared isomer or geometry (same formula, charge and spin), the calculation gives 19.3 kJ/mol.

---

Please write out number 3 again, unchanged.
DFT (wB97M-V/def2-TZVPD) results for a molecular structure, C27H33IrN5O in a non-equilibrium geometry.

Structure (ORCA input):
```
! RIJCOSX wB97M-V def2-TZVPD def2/J DEFGRID3
* xyz 1 5
Ir 0.112 -0.967 0.019
C -2.671 -1.359 -1.874
N -2.239 -0.548 -0.739
C -3.053 -0.871 0.438
C -2.313 0.876 -0.981
C -3.510 1.501 -1.284
C -3.605 2.882 -1.303
C -2.507 3.641 -0.933
C -1.293 3.037 -0.695
C -1.138 1.644 -0.814
N 0.064 0.985 -0.740
C 1.235 1.584 -1.098
C 1.318 2.791 -1.822
C 2.512 3.462 -1.954
C 3.674 2.939 -1.407
C 3.647 1.671 -0.841
C 2.461 0.965 -0.727
N 2.440 -0.435 -0.375
C 2.878 -1.201 -1.550
C 3.234 -0.815 0.790
H -3.724 -1.190 -2.124
H -2.540 -2.409 -1.620
H -2.067 -1.124 -2.748
H -4.125 -0.756 0.236
H -2.793 -0.207 1.260
H -2.864 -1.900 0.739
H -4.387 0.911 -1.507
H -4.541 3.359 -1.552
H -2.589 4.712 -0.847
H -0.448 3.640 -0.402
H 0.436 3.179 -2.312
H 2.528 4.397 -2.490
H 4.607 3.476 -1.483
H 4.575 1.227 -0.507
H 3.937 -1.016 -1.765
H 2.295 -0.906 -2.421
H 2.737 -2.265 -1.365
H 4.309 -0.697 0.627
H 3.039 -1.866 0.999
H 2.935 -0.226 1.654
C 0.069 -3.521 -2.394
C 0.156 -3.992 -0.993
C 0.245 -5.329 -0.544
C 0.330 -5.270 0.831
C 0.281 -3.904 1.180
C 0.333 -3.327 2.539
N 0.171 -3.140 0.064
H -0.850 -3.880 -2.864
H 0.895 -3.922 -2.980
H 0.093 -2.430 -2.421
H 0.237 -6.206 -1.162
H 0.422 -6.079 1.527
H -0.308 -3.892 3.216
H 0.032 -2.278 2.518
H 1.351 -3.386 2.932
O 0.239 -0.061 2.168
N -0.118 1.136 2.495
C -1.234 1.322 3.231
C -1.640 2.579 3.609
C -0.908 3.691 3.208
C 0.232 3.482 2.442
C 0.616 2.203 2.116
H -1.773 0.424 3.492
H -2.531 2.683 4.207
H -1.217 4.688 3.480
H 0.826 4.310 2.090
H 1.489 1.980 1.525
*
```

The calculation puts the total energy at -1501.60824 Eh. For the energy relative to the best compared isomer or geometry (same formula, charge and spin), the calculation gives 37.4 kJ/mol.

---

Number 1 is which compound? C4H12